Density functional theory data (ωB97M-V/def2-TZVPD) for C30H54I2N8O5S as an isolated structure in a non-equilibrium geometry.

XYZ file:
```
100
Properties=species:S:1:pos:R:3:forces:R:3:lowdin_charge:R:1
C -4.185 4.501 7.575 0.20 -0.25 0.37 -0.09
C -3.728 3.133 8.127 -0.36 0.15 -0.62 -0.23
C -3.195 2.181 7.039 0.00 -0.47 0.48 -0.21
C -1.803 1.583 7.336 -0.16 0.26 -0.72 -0.18
C -0.836 1.594 6.140 -0.30 -0.02 0.45 -0.14
C -1.382 1.081 4.839 0.34 0.04 -0.58 -0.17
C -2.454 0.146 4.799 0.18 0.06 -0.62 0.03
C -2.967 -0.342 3.625 -0.43 -0.72 0.54 -0.15
C -4.142 -1.286 3.639 -0.54 0.87 -0.07 -0.21
N -5.382 -0.582 4.064 0.10 -0.08 -0.03 0.01
C -2.397 0.064 2.397 0.00 0.05 0.06 -0.30
N -2.747 -0.302 1.148 -0.26 -0.09 0.32 -0.21
S -1.770 0.477 0.172 0.11 -0.08 -0.42 1.04
N -0.857 1.287 1.198 -0.09 0.03 0.07 -0.20
C -1.319 0.970 2.422 0.36 0.30 0.08 -0.33
C -0.820 1.485 3.649 0.22 -0.12 0.03 -0.29
C 0.293 2.443 3.537 -0.42 0.31 0.17 -0.75
I 2.220 1.619 3.464 0.02 -0.18 0.08 0.95
C 0.130 3.753 3.426 0.21 0.04 -0.21 -0.79
C 1.193 4.788 3.270 -0.38 0.25 0.29 -0.19
I -1.821 4.559 3.444 0.11 -0.14 0.07 0.94
H -5.198 4.734 7.882 -0.12 0.12 0.13 0.06
H -3.529 5.284 7.936 0.05 0.31 -0.05 0.06
H -4.174 4.518 6.493 0.07 0.01 -0.27 0.05
H -4.590 2.675 8.597 -0.07 -0.20 0.22 0.09
H -2.982 3.253 8.906 0.12 0.14 0.14 0.09
H -3.212 2.649 6.061 0.15 0.31 -0.18 0.08
H -3.898 1.356 6.965 -0.16 -0.11 -0.16 0.10
H -1.345 2.197 8.102 0.21 -0.15 0.34 0.10
H -1.908 0.565 7.699 0.04 -0.09 0.30 0.11
H 0.046 1.017 6.416 0.19 -0.15 -0.06 0.12
H -0.482 2.609 6.008 0.06 0.29 -0.20 0.11
H -2.875 -0.177 5.735 -0.16 -0.17 0.13 0.12
H -4.305 -1.641 2.630 0.15 -0.40 -0.12 0.10
H -3.965 -2.116 4.313 0.13 -0.22 0.07 0.11
H -5.167 0.371 4.323 0.05 0.06 0.14 0.05
H -6.029 -0.510 3.291 -0.04 -0.08 -0.04 0.06
H 0.840 5.598 2.645 0.06 0.10 -0.24 0.05
H 1.393 5.224 4.248 0.16 0.08 0.13 0.09
H 2.109 4.374 2.875 0.20 -0.09 -0.13 0.02
C 1.039 -0.019 -4.201 -0.12 0.06 -0.12 -0.34
O 1.397 -0.033 -5.367 0.03 -0.03 0.00 0.00
N 1.660 -0.666 -3.205 0.03 0.03 0.17 -0.17
C 1.182 -0.610 -1.836 0.31 -0.16 -0.05 -0.07
C 2.842 -1.453 -3.514 -0.06 0.10 -0.09 -0.04
H 0.150 0.542 -3.866 0.01 -0.01 0.02 0.14
H 1.954 -0.187 -1.188 -0.07 -0.05 0.04 0.08
H 0.926 -1.610 -1.490 -0.08 0.05 0.07 0.07
H 0.293 0.012 -1.782 -0.04 -0.01 -0.05 0.04
H 3.612 -0.813 -3.948 0.02 -0.05 -0.02 0.09
H 2.595 -2.228 -4.240 0.05 -0.02 -0.02 0.09
H 3.216 -1.920 -2.608 -0.03 -0.04 0.07 0.07
C -1.882 -3.524 -1.904 -0.20 0.05 -0.03 -0.34
O -1.480 -2.390 -2.087 0.13 0.07 0.05 -0.01
N -1.123 -4.630 -1.966 0.04 -0.19 -0.01 -0.19
C -1.679 -5.952 -1.763 0.18 0.09 -0.02 -0.06
C 0.303 -4.497 -2.238 -0.27 0.28 -0.01 -0.03
H -2.939 -3.738 -1.671 0.01 -0.01 0.00 0.13
H -1.199 -6.437 -0.911 -0.05 -0.06 -0.01 0.09
H -1.523 -6.567 -2.652 -0.04 -0.05 0.03 0.09
H -2.747 -5.881 -1.569 -0.02 0.02 0.00 0.08
H 0.775 -3.892 -1.468 0.13 -0.05 0.00 0.07
H 0.455 -4.007 -3.201 0.07 0.00 0.01 0.10
H 0.766 -5.477 -2.253 -0.01 -0.06 0.02 0.07
C 1.883 5.121 -0.857 -0.09 0.09 0.07 -0.36
O 2.383 6.203 -1.092 0.05 0.02 -0.01 0.01
N 2.533 3.945 -0.933 -0.06 -0.14 0.01 -0.19
C 1.883 2.684 -0.629 0.25 0.15 -0.14 -0.07
C 3.930 3.949 -1.329 -0.10 0.14 0.01 -0.04
H 0.828 5.013 -0.547 0.00 -0.03 -0.01 0.13
H 2.398 2.197 0.201 -0.12 -0.12 0.02 0.05
H 1.910 2.029 -1.503 -0.03 0.01 0.06 0.07
H 0.847 2.855 -0.345 0.00 0.00 0.06 0.07
H 4.517 4.546 -0.630 0.05 -0.01 -0.03 0.09
H 4.038 4.387 -2.321 0.06 0.00 0.00 0.09
H 4.305 2.929 -1.340 -0.03 -0.03 0.01 0.08
C 4.342 -4.940 -1.057 0.08 0.25 0.05 -0.34
O 3.370 -4.268 -1.354 -0.03 -0.13 -0.04 0.00
N 4.529 -6.224 -1.403 0.09 -0.14 0.01 -0.19
C 5.721 -6.958 -1.024 -0.18 -0.03 -0.10 -0.05
C 3.504 -6.897 -2.183 -0.01 0.18 0.03 -0.04
H 5.177 -4.528 -0.467 0.00 -0.02 0.01 0.14
H 6.251 -7.302 -1.914 0.05 -0.02 0.04 0.09
H 5.454 -7.823 -0.415 0.07 -0.02 0.02 0.09
H 6.384 -6.316 -0.448 -0.01 0.03 0.01 0.08
H 3.348 -6.376 -3.128 -0.04 -0.03 -0.01 0.10
H 2.562 -6.902 -1.635 -0.03 -0.04 -0.02 0.08
H 3.812 -7.920 -2.380 0.03 -0.01 0.01 0.09
C -2.091 1.958 -8.951 -0.14 0.00 0.01 -0.37
O -2.679 2.556 -9.834 0.02 0.02 -0.03 0.00
N -0.759 1.797 -8.890 0.13 -0.09 0.13 -0.20
C -0.111 1.069 -7.810 0.01 0.17 -0.29 -0.07
C 0.055 2.373 -9.944 -0.16 0.01 0.01 -0.05
H -2.623 1.485 -8.107 0.02 -0.01 0.01 0.13
H 0.584 1.716 -7.276 0.03 -0.07 0.07 0.08
H 0.440 0.218 -8.211 0.04 -0.04 0.12 0.09
H -0.855 0.703 -7.107 -0.02 0.00 0.01 0.08
H -0.092 3.453 -9.986 0.03 0.00 -0.05 0.09
H -0.230 1.956 -10.911 0.03 0.04 -0.03 0.09
H 1.102 2.157 -9.750 0.01 -0.02 0.04 0.08
```
Forces are in eV/Å.

DFT total energy = -2983.33181 a.u.
HOMO-LUMO gap = 8.0002 eV
max |F| = 1.029 eV/A